Computed, not measured: C2HClF4 as an isolated structure in a non-equilibrium geometry, with ωB97M-V/def2-TZVPD.

Cartesian coordinates (Å):
C: 0.57 -1.62 0.41
C: -0.66 1.14 -0.24
F: 1.16 -1.60 1.59
F: 0.28 2.03 0.11
F: -1.79 1.51 0.41
F: -0.91 1.30 -1.55
Cl: 1.51 -2.27 -0.83
H: -0.16 -0.49 0.11

LUMO energy (alpha / beta)	-2.296 / -1.168	eV
relative energy (zero: lowest compared OMol25 entry of this formula, charge and spin)	4.798	eV
net charge	0
HOMO energy (alpha / beta)	-9.1 / -9.9	eV
molecular weight	136.48	g mol⁻¹

natural (NBO) population analysis, charges in e, atoms 1 to 2: number 1, C, carries 0.255; number 2, C, carries 0.870